Record 1
87
Properties=species:S:1:pos:R:3:lowdin_charge:R:1 method="wB97M-V/def2-TZVPD" homo_lumo_gap_ev=6.17 charge=+1 spin_multiplicity=1 e_lumo_ev=-4.58 homo_energy_ha=-0.39520
O -2.08 1.21 1.78 0.18
C -1.58 1.10 0.72 -0.49
O -1.47 2.16 -0.15 0.10
C -0.94 -0.20 0.22 0.02
C 0.25 0.06 -0.65 -0.13
N 0.12 -0.13 -1.97 0.17
C 1.11 0.08 -2.86 0.01
C 2.32 0.50 -2.41 0.06
C 2.50 0.72 -1.05 -0.02
C 3.85 1.21 -0.59 -0.49
O 4.81 0.50 -0.64 0.19
O 3.87 2.47 -0.13 0.15
C 1.47 0.48 -0.14 -0.05
C 1.62 0.62 1.35 -0.11
O 1.71 -0.63 1.98 -0.04
C 2.71 -1.47 1.46 -0.25
O 2.81 -2.53 2.35 -0.07
C 3.77 -3.47 1.90 -0.16
C 3.18 -4.42 0.84 -0.23
O 3.89 -4.42 -0.38 -0.06
H -2.05 2.05 -0.92 0.13
H -1.71 -0.72 -0.34 0.15
H -0.65 -0.80 1.08 0.15
H -0.78 -0.47 -2.30 0.19
H 0.89 -0.10 -3.90 0.15
H 3.12 0.69 -3.11 0.15
H 3.10 2.94 -0.48 0.11
H 2.46 1.27 1.61 0.14
H 0.73 1.08 1.77 0.14
H 3.67 -0.93 1.38 0.15
H 2.41 -1.86 0.47 0.14
H 4.14 -4.02 2.76 0.13
H 4.63 -2.97 1.44 0.13
H 2.15 -4.10 0.65 0.10
H 3.15 -5.43 1.24 0.12
H 4.62 -5.04 -0.32 0.09
C -1.50 -7.60 -0.44 -0.07
C 0.00 -7.37 -0.56 -0.43
C 0.86 -8.17 0.42 -0.21
O 0.85 -7.69 1.75 -0.20
C -0.28 -8.05 2.53 -0.10
N 0.27 -5.93 -0.47 0.04
H -1.93 -7.05 0.40 0.06
H -2.01 -7.26 -1.34 0.07
H -1.73 -8.66 -0.31 0.08
H 0.30 -7.70 -1.56 0.14
H 1.90 -8.09 0.10 0.12
H 0.59 -9.23 0.40 0.12
H -0.62 -9.06 2.29 0.09
H -1.11 -7.35 2.40 0.07
H 0.03 -8.03 3.57 0.09
H 1.25 -5.77 -0.68 0.05
H 0.17 -5.67 0.51 0.06
C -5.96 3.67 3.68 -0.07
C -6.82 3.87 2.44 -0.43
C -7.18 2.58 1.69 -0.20
O -6.12 2.01 0.94 -0.19
C -5.17 1.27 1.69 -0.11
N -6.17 4.86 1.57 0.04
H -4.91 3.51 3.42 0.06
H -6.01 4.55 4.31 0.08
H -6.30 2.81 4.27 0.08
H -7.77 4.30 2.77 0.14
H -7.95 2.81 0.96 0.12
H -7.59 1.83 2.38 0.12
H -5.64 0.71 2.50 0.10
H -4.39 1.91 2.09 0.06
H -4.71 0.55 1.00 0.08
H -6.80 5.10 0.81 0.07
H -5.39 4.40 1.11 0.06
C 3.58 4.77 -3.25 -0.07
C 2.10 5.11 -3.32 -0.43
C 1.78 6.58 -3.60 -0.21
O 1.99 7.45 -2.51 -0.18
C 3.33 7.85 -2.29 -0.09
N 1.47 4.63 -2.07 0.04
H 4.00 5.06 -2.28 0.07
H 3.69 3.69 -3.33 0.06
H 4.17 5.23 -4.04 0.09
H 1.67 4.54 -4.15 0.13
H 0.71 6.66 -3.82 0.13
H 2.32 6.94 -4.49 0.13
H 3.87 7.99 -3.24 0.09
H 3.87 7.14 -1.67 0.08
H 3.30 8.81 -1.77 0.09
H 0.46 4.73 -2.14 0.07
H 1.73 5.29 -1.34 0.08

Record 2
16
Properties=species:S:1:pos:R:3:nbo_charge:R:1 method="wB97M-V/def2-TZVPD" homo_lumo_gap_ev=8.77 charge=0 spin_multiplicity=1 e_lumo_ev=0.41 relative_energy_kj_mol=0.00 homo_energy_ha=-0.30718
C 0.79 0.43 -0.48 0.38
C -1.55 0.63 0.33 -0.68
C -0.86 -0.53 -0.34 0.49
C 2.15 0.68 0.39 0.58
N -0.60 -1.66 0.44 -0.85
O -1.18 -0.92 -1.57 -0.64
O 0.88 0.96 -1.54 -0.56
F 2.03 0.93 1.74 -0.34
F 2.72 1.81 -0.05 -0.32
Br 3.36 -0.88 0.05 -0.03
H -2.73 0.55 0.24 0.21
H -1.34 1.55 -0.04 0.23
H -1.54 0.77 1.44 0.25
H -1.22 -0.07 -2.00 0.49
H -0.32 -2.57 -0.02 0.41
H -0.61 -1.68 1.41 0.39